(1)
ORCA calculation (the ωB97M-V functional and the def2-TZVPD basis) on a single C11H11ClN2 molecule in a non-equilibrium geometry.

Computed properties:
strongest force on any atom = 5.53 eV Å⁻¹
LUMO energy = -0.651 eV
charge = 0
calculated total energy = -27085.4092 eV
energy relative to the best compared isomer or geometry (same formula, charge and spin) = 111.9 kJ/mol
HOMO-LUMO gap = 7.723 eV
SMILES string = Cl[C@@H]1CC[C@]2(C=c3ccccc3=N2)N1

```
25
C11H11ClN2 the ωB97M-V functional and the def2-TZVPD basis
C 2.67 0.56 2.62
C 2.35 1.90 2.17
C 1.96 -0.49 2.17
C 1.34 2.10 1.34
C -0.20 -1.15 0.89
C 0.79 -0.29 1.36
C 0.55 1.03 0.84
C -0.22 -0.84 -1.47
C -1.17 -0.56 -2.63
C -0.94 -0.12 -0.24
C -2.62 -0.61 -2.00
N -0.37 1.15 -0.03
N -2.36 0.07 -0.83
Cl -2.99 -2.41 -1.70
H 3.64 0.49 3.07
H 2.86 2.75 2.59
H 2.26 -1.46 2.41
H 0.95 3.02 0.81
H -3.10 0.20 -0.15
H -0.17 -1.94 -1.25
H 0.82 -0.39 -1.57
H -1.14 0.49 -3.05
H -1.07 -1.15 -3.54
H -0.35 -2.15 0.72
H -3.49 -0.20 -2.54
```



(2)
ORCA calculation (the ωB97M-V functional and the def2-TZVPD basis) on a molecular structure, C42H41NO4P2Pb in a non-equilibrium geometry.

Computed properties:
strongest force on any atom = 4.42 eV Å⁻¹
LUMO energy = -6.695 eV
charge = +2
calculated total energy = -77704.6777 eV
HOMO-LUMO gap = 4.006 eV

```
91
C42H41NO4P2Pb the ωB97M-V functional and the def2-TZVPD basis
Pb 3.03 2.38 -3.36
C 5.29 2.02 -3.63
C 5.02 1.64 -2.29
C 5.48 2.46 -1.12
C 5.06 3.94 -1.22
C 3.77 4.13 -1.97
C 3.75 4.57 -3.31
C 4.95 4.53 -4.22
C 5.92 3.34 -4.03
C -1.37 1.23 0.35
H 5.50 1.20 -4.33
H 4.82 0.59 -2.07
H 6.58 2.42 -1.01
H 5.06 2.03 -0.19
H 4.94 4.33 -0.20
H 5.86 4.52 -1.69
H 2.87 4.21 -1.34
H 2.96 5.28 -3.60
H 5.53 5.47 -4.15
H 4.59 4.48 -5.25
H 6.38 3.16 -5.02
H 6.76 3.62 -3.37
H -1.17 0.62 -0.54
H -2.40 1.62 0.31
H -1.24 0.62 1.26
P 2.26 -0.73 0.48
P -0.26 2.61 0.41
C 2.25 1.03 0.70
C 1.44 2.13 0.70
C 3.31 -1.55 1.70
C 4.59 -1.03 1.97
C 5.48 -1.69 2.81
C 5.11 -2.89 3.43
C 3.83 -3.41 3.19
C 2.94 -2.74 2.35
C 2.84 -1.21 -1.17
C 2.26 -0.70 -2.35
C 2.75 -1.06 -3.61
C 3.85 -1.92 -3.70
C 4.42 -2.44 -2.54
C 3.92 -2.09 -1.28
C -0.78 3.72 1.76
C -0.54 3.30 3.08
C -1.02 4.06 4.16
C -1.71 5.25 3.93
C -1.88 5.71 2.63
C -1.42 4.95 1.54
C -0.45 3.49 -1.16
C -1.29 3.01 -2.18
C -1.34 3.67 -3.41
C -0.56 4.81 -3.64
C 0.26 5.30 -2.62
C 0.30 4.66 -1.38
H 3.31 1.27 0.94
H 1.97 3.05 1.00
H 4.91 -0.09 1.51
H 6.48 -1.27 2.98
H 5.81 -3.41 4.09
H 3.53 -4.34 3.67
H 1.94 -3.17 2.20
H 1.37 -0.07 -2.28
H 2.27 -0.67 -4.50
H 4.23 -2.20 -4.68
H 5.24 -3.16 -2.59
H 4.35 -2.53 -0.37
H 0.03 2.39 3.26
H -0.85 3.71 5.17
H -2.08 5.83 4.77
H -2.37 6.66 2.44
H -1.56 5.32 0.52
H -1.92 2.13 -2.00
H -1.99 3.29 -4.20
H -0.59 5.31 -4.60
H 0.87 6.19 -2.79
H 0.92 5.07 -0.58
O -0.21 -1.36 -1.33
C -0.18 -1.75 -0.18
O 0.77 -1.33 0.75
C -1.15 -2.67 0.42
C -1.26 -2.79 1.82
C -2.24 -3.61 2.36
C -3.10 -4.32 1.50
C -2.97 -4.21 0.10
C -2.00 -3.38 -0.44
N -4.10 -5.16 2.07
O -4.19 -5.23 3.31
O -4.86 -5.80 1.30
H -0.59 -2.23 2.47
H -2.34 -3.71 3.44
H -3.64 -4.79 -0.54
H -1.89 -3.27 -1.52
```



(3)
ORCA calculation (the ωB97M-V functional and the def2-TZVPD basis) on 2 unconnected molecules or ions with the total composition C5H8O.

Computed properties:
strongest force on any atom = 0.76 eV Å⁻¹
LUMO energy = -0.822 eV
charge = 0
calculated total energy = -7356.4909 eV
energy relative to the best compared isomer or geometry (same formula, charge and spin) = 556.2 kJ/mol
HOMO-LUMO gap = 8.510 eV

```
14
C5H8O the ωB97M-V functional and the def2-TZVPD basis
C -1.33 1.07 -0.09
C -1.00 -0.39 0.24
C 0.17 -0.55 1.14
O 0.87 -1.61 1.36
C 1.71 -0.29 -0.60
C 2.22 0.11 -1.65
H -1.40 1.69 0.82
H -2.29 1.14 -0.60
H -0.55 1.49 -0.73
H -0.94 -1.02 -0.64
H -1.80 -0.79 0.89
H 0.20 0.19 1.95
H 1.44 -1.47 0.44
H 2.71 0.44 -2.55
```



(4)
ORCA calculation (the ωB97M-V functional and the def2-TZVPD basis) on a single C14H18O5S molecule in a non-equilibrium geometry.

Computed properties:
strongest force on any atom = 2.48 eV Å⁻¹
LUMO energy = 0.427 eV
charge = 0
calculated total energy = -35881.7796 eV
energy relative to the best compared isomer or geometry (same formula, charge and spin) = 202.3 kJ/mol
HOMO-LUMO gap = 8.949 eV
SMILES string = CCOc1ccc(OCC(=O)CSCCC(=O)O)cc1

```
38
C14H18O5S the ωB97M-V functional and the def2-TZVPD basis
O 1.51 2.98 4.39
O -1.23 -4.52 3.53
O -2.51 -2.99 2.46
O 1.39 0.51 1.98
O 1.11 -0.04 -3.56
S 0.02 -0.17 5.54
C 1.43 1.83 3.99
C -1.72 -3.40 3.48
C 0.18 0.93 -0.09
C 2.36 -0.11 -0.13
C 0.08 0.81 -1.51
C 2.24 -0.24 -1.51
C 1.30 0.45 0.59
C 1.12 0.17 -2.20
C 0.81 1.67 2.60
C 1.60 0.62 4.93
C 0.02 -1.06 -5.52
C -0.17 -0.44 -4.12
C -0.31 -1.35 4.14
C -1.39 -2.37 4.55
H -2.46 -3.72 1.82
H -0.66 1.42 0.39
H 3.23 -0.54 0.31
H -0.77 1.17 -2.07
H 3.04 -0.66 -2.11
H 1.11 2.53 2.05
H -0.28 1.61 2.66
H 2.17 -0.16 4.43
H 2.15 0.98 5.81
H -0.87 -1.64 -5.77
H 0.86 -1.71 -5.45
H 0.20 -0.25 -6.25
H -0.66 -1.17 -3.42
H -0.84 0.44 -4.21
H -0.64 -0.81 3.24
H 0.64 -1.86 3.87
H -1.15 -2.97 5.42
H -2.31 -1.83 4.84
```